[1]
Molecular formula: C18H34BF5NO7S2
Method: DFT, wB97M-V/def2-TZVPD

Values from the calculation:
Net charge: +1
Highest occupied orbital energy, eV: -11.64

Geometry (Å):
C (5.559, -2.188, -2.533)
C (5.318, -1.695, -3.971)
C (4.265, -2.498, -4.715)
O (2.989, -1.876, -4.499)
C (1.879, -2.640, -4.996)
B (1.172, -3.064, -3.664)
C (0.012, -2.229, -3.068)
C (0.607, -0.818, -2.779)
C (-0.189, -0.097, -1.687)
S (0.817, 1.148, -0.906)
O (1.886, 1.525, -1.775)
O (-0.029, 2.219, -0.468)
O (1.396, 0.419, 0.370)
S (1.946, -4.591, -2.843)
O (2.459, -5.421, -3.904)
O (2.879, -4.208, -1.814)
C (0.674, -5.700, -2.029)
F (-0.044, -6.340, -2.962)
F (1.423, -6.598, -1.368)
C (-0.285, -5.037, -0.997)
F (0.279, -3.975, -0.421)
F (-1.422, -4.672, -1.591)
F (-0.588, -5.909, -0.044)
H (5.221, -3.212, -2.398)
H (5.049, -1.571, -1.797)
H (6.621, -2.171, -2.301)
H (6.249, -1.784, -4.524)
H (4.993, -0.658, -3.941)
H (4.254, -3.524, -4.348)
H (4.454, -2.507, -5.790)
H (2.191, -3.478, -5.614)
H (1.231, -1.957, -5.546)
H (-0.455, -2.628, -2.178)
H (-0.780, -2.112, -3.812)
H (0.660, -0.225, -3.685)
H (1.633, -0.945, -2.433)
H (-0.471, -0.800, -0.909)
H (-1.048, 0.405, -2.119)
H (2.234, -0.012, 0.135)
C (-3.001, 4.289, 5.364)
C (-3.077, 2.853, 4.814)
C (-1.697, 2.178, 4.835)
C (-0.723, 2.723, 3.792)
C (-1.313, 2.667, 2.384)
C (-2.673, 3.362, 2.251)
N (-3.546, 2.825, 3.370)
O (-4.099, 1.844, 3.089)
C (-2.517, 4.893, 2.323)
C (-3.296, 3.069, 0.893)
C (-4.065, 2.105, 5.701)
H (-2.162, 4.862, 4.982)
H (-3.919, 4.841, 5.161)
H (-2.876, 4.243, 6.442)
H (-1.828, 1.103, 4.675)
H (-1.294, 2.303, 5.840)
H (-0.431, 3.744, 4.044)
H (0.191, 2.130, 3.817)
H (-0.630, 3.125, 1.671)
H (-1.418, 1.620, 2.083)
H (-3.477, 5.386, 2.473)
H (-2.109, 5.245, 1.381)
H (-1.831, 5.228, 3.096)
H (-3.369, 2.003, 0.684)
H (-2.662, 3.507, 0.127)
H (-4.292, 3.508, 0.812)
H (-5.064, 2.536, 5.631)
H (-3.730, 2.189, 6.730)
H (-4.128, 1.045, 5.460)


[2]
Molecular formula: C18H34Br6O8S4
Method: DFT, wB97M-V/def2-TZVPD

Values from the calculation:
Net charge: +1
Highest occupied orbital energy (alpha / beta), eV: -11.98 / -11.98
<S²>: 0.758
Multiplicity: 2

Geometry (Å):
C (1.621, -2.670, -0.600)
Br (0.029, -3.883, -0.556)
Br (2.928, -3.165, 0.807)
Br (1.026, -0.836, -0.647)
H (2.091, -2.792, -1.576)
C (1.074, -7.170, -2.001)
Br (2.855, -6.216, -2.083)
Br (1.224, -8.475, -0.560)
Br (0.805, -7.962, -3.811)
H (0.401, -6.318, -1.910)
C (-0.219, 3.588, 0.209)
C (-1.806, 3.556, 0.505)
C (-2.039, 3.630, 2.015)
S (-0.764, 2.407, 2.624)
O (-1.382, 1.095, 2.681)
O (-0.037, 2.967, 3.781)
C (0.302, 2.506, 1.125)
H (0.209, 4.511, 0.600)
H (0.065, 3.368, -0.819)
H (-2.329, 2.697, 0.084)
H (-2.250, 4.477, 0.127)
H (-3.029, 3.464, 2.438)
H (-1.819, 4.622, 2.411)
H (0.191, 1.495, 0.733)
H (1.296, 2.723, 1.517)
C (5.413, 1.304, 3.169)
C (4.373, 1.548, 2.081)
C (4.201, 0.216, 1.460)
S (5.919, -0.403, 1.157)
O (6.305, 0.212, -0.111)
O (5.922, -1.862, 1.381)
C (6.575, 0.485, 2.557)
H (4.954, 0.753, 3.989)
H (5.839, 2.134, 3.732)
H (4.934, 2.136, 1.354)
H (3.461, 2.137, 2.183)
H (3.533, 0.126, 0.604)
H (3.798, -0.475, 2.199)
H (7.396, 1.104, 2.194)
H (6.942, -0.286, 3.234)
C (-2.933, 0.441, -4.660)
C (-1.917, -0.217, -3.713)
C (-1.579, 0.824, -2.671)
S (-1.513, 2.441, -3.609)
O (-0.128, 2.766, -3.870)
O (-2.292, 3.502, -2.995)
C (-2.293, 1.738, -5.149)
H (-3.820, 0.802, -4.139)
H (-3.168, -0.218, -5.495)
H (-0.964, -0.382, -4.215)
H (-2.340, -1.096, -3.226)
H (-0.670, 0.667, -2.091)
H (-2.476, 0.886, -2.054)
H (-1.455, 1.418, -5.768)
H (-2.887, 2.493, -5.663)
C (-2.332, -1.418, 0.431)
C (-2.156, -2.218, 1.779)
C (-3.233, -1.695, 2.844)
S (-4.749, -1.432, 1.797)
O (-5.462, -0.268, 2.292)
O (-5.447, -2.658, 1.503)
C (-3.886, -0.929, 0.213)
H (-2.071, -2.021, -0.439)
H (-1.605, -0.607, 0.454)
H (-1.141, -2.033, 2.132)
H (-2.344, -3.280, 1.626)
H (-3.049, -0.664, 3.145)
H (-3.574, -2.363, 3.635)
H (-4.039, 0.151, 0.211)
H (-4.480, -1.377, -0.583)


[3]
Molecular formula: C18H34N2O6S
Method: DFT, wB97M-V/def2-TZVPD

Values from the calculation:
SMILES string: CCC[C@@H]1C[C@@H](C(=O)N[C@H]([C@H]2O[C@H](SC)[C@H](O)[C@@H](O)[C@H]2O)[C@H](C)O)N(C)C1
Energy relative to the best compared isomer or geometry (same formula, charge and spin), kcal per mole: 2.6
Highest occupied orbital energy, eV: -8.66

Geometry (Å):
C (-1.474, 0.209, 5.581)
C (-1.678, -1.029, 4.715)
C (-0.372, -1.683, 4.250)
C (0.227, -1.089, 2.976)
C (1.420, -1.918, 2.468)
C (2.331, -0.916, 1.742)
C (2.410, -1.095, 0.227)
O (3.455, -1.066, -0.389)
N (1.200, -1.172, -0.361)
C (1.024, -1.202, -1.790)
C (0.295, 0.061, -2.296)
O (-1.117, -0.092, -2.199)
C (-1.814, 0.921, -2.845)
S (-1.528, 0.863, -4.676)
C (-3.184, 1.345, -5.232)
C (-1.468, 2.301, -2.279)
O (-2.159, 3.298, -2.983)
C (0.051, 2.529, -2.332)
O (0.369, 3.768, -1.757)
C (0.725, 1.365, -1.585)
O (0.277, 1.484, -0.257)
C (0.315, -2.526, -2.173)
C (0.056, -2.631, -3.674)
O (-0.854, -2.699, -1.411)
N (1.729, 0.408, 1.962)
C (2.700, 1.476, 2.058)
C (0.843, 0.302, 3.113)
H (-0.874, -0.035, 6.455)
H (-0.974, 1.001, 5.033)
H (-2.434, 0.587, 5.924)
H (-2.240, -1.761, 5.299)
H (-2.284, -0.771, 3.844)
H (0.363, -1.634, 5.056)
H (-0.568, -2.739, 4.048)
H (-0.552, -1.052, 2.208)
H (1.109, -2.738, 1.822)
H (1.953, -2.348, 3.317)
H (3.358, -0.960, 2.132)
H (0.362, -1.279, 0.190)
H (2.031, -1.195, -2.221)
H (0.550, 0.178, -3.361)
H (-2.877, 0.710, -2.705)
H (-3.131, 1.420, -6.313)
H (-3.429, 2.307, -4.794)
H (-3.901, 0.582, -4.944)
H (-1.771, 2.306, -1.217)
H (-1.654, 4.117, -2.876)
H (0.380, 2.573, -3.375)
H (0.314, 3.646, -0.798)
H (1.818, 1.460, -1.647)
H (0.832, 0.968, 0.363)
H (0.976, -3.344, -1.861)
H (-0.381, -3.601, -3.896)
H (0.987, -2.530, -4.223)
H (-0.634, -1.858, -4.002)
H (-1.459, -1.985, -1.657)
H (3.347, 1.378, 2.942)
H (2.174, 2.429, 2.115)
H (3.326, 1.470, 1.167)
H (0.106, 1.105, 3.064)
H (1.398, 0.382, 4.061)


[4]
Molecular formula: C18H34N5O3P2RbSSe4
Method: DFT, wB97M-V/def2-TZVPD

Values from the calculation:
Energy relative to the best compared isomer or geometry (same formula, charge and spin), kcal per mole: 13.6
Net charge: -2
Highest occupied orbital energy, eV: -0.75

Geometry (Å):
Rb (0.053, 0.155, 0.489)
N (-0.514, 5.801, 0.230)
C (0.057, 4.528, 0.248)
S (-0.129, 3.567, -1.182)
N (0.745, 4.310, 1.342)
N (1.262, 3.038, 1.442)
C (2.246, 2.962, 2.242)
C (2.912, 1.683, 2.596)
C (3.856, 1.680, 3.612)
C (4.450, 0.478, 3.984)
C (4.090, -0.680, 3.328)
C (3.152, -0.582, 2.306)
N (2.573, 0.563, 1.944)
H (-1.256, 5.891, -0.442)
H (-0.699, 6.171, 1.150)
H (2.615, 3.869, 2.725)
H (4.102, 2.609, 4.114)
H (5.171, 0.454, 4.793)
H (4.482, -1.653, 3.588)
H (2.861, -1.480, 1.764)
Se (-1.478, -3.237, 4.703)
Se (0.407, -2.241, 3.736)
Se (2.107, -3.880, 3.495)
Se (2.686, -4.070, 1.225)
C (-0.906, -4.822, 1.345)
C (-0.987, -3.502, 0.721)
N (-1.051, -2.468, 0.223)
H (0.120, -5.182, 1.236)
H (-1.615, -5.499, 0.866)
H (-1.153, -4.712, 2.408)
C (-3.872, 3.138, -0.657)
O (-4.221, 1.982, 0.112)
P (-3.038, 1.183, 0.897)
O (-2.826, 2.242, 2.113)
C (-1.725, 1.977, 3.004)
O (-3.970, 0.108, 1.671)
C (-4.000, -1.260, 1.249)
H (-4.473, 3.130, -1.566)
H (-2.815, 3.166, -0.924)
H (-4.105, 4.035, -0.081)
H (-1.865, 2.605, 3.879)
H (-0.776, 2.239, 2.536)
H (-1.715, 0.934, 3.331)
H (-3.771, -1.887, 2.108)
H (-3.262, -1.463, 0.474)
H (-4.999, -1.486, 0.870)
C (0.764, 1.024, -5.031)
C (0.616, 0.991, -3.509)
P (0.417, -0.653, -2.692)
C (-0.940, -1.362, -3.727)
C (-1.460, -2.716, -3.231)
C (1.903, -1.541, -3.335)
C (2.173, -2.865, -2.604)
H (0.947, 2.046, -5.372)
H (-0.140, 0.669, -5.532)
H (1.598, 0.406, -5.375)
H (-0.233, 1.599, -3.192)
H (1.477, 1.462, -3.031)
H (-0.613, -1.432, -4.768)
H (-1.748, -0.624, -3.691)
H (-0.722, -3.506, -3.384)
H (-2.368, -3.007, -3.768)
H (-1.683, -2.688, -2.165)
H (2.744, -0.860, -3.180)
H (1.811, -1.700, -4.413)
H (2.216, -2.734, -1.520)
H (3.123, -3.301, -2.923)
H (1.391, -3.601, -2.801)


[5]
Molecular formula: C18H35AlBrCaCl3F4LiN4NaO7S3
Method: DFT, wB97M-V/def2-TZVPD

Values from the calculation:
Highest occupied orbital energy, eV: -5.73

Geometry (Å):
O (-3.954, 2.023, -3.253)
S (-3.618, 1.080, -2.248)
O (-4.045, 1.384, -0.922)
C (-1.859, 0.881, -2.390)
C (-1.389, -0.347, -1.552)
O (-1.583, -0.032, -0.191)
C (0.101, -0.634, -1.938)
C (1.119, -0.607, -0.790)
C (1.406, -1.970, -0.137)
S (0.846, -2.018, 1.590)
C (-0.896, -2.313, 1.639)
S (-1.565, -3.684, 1.079)
N (-1.633, -1.311, 2.212)
C (-1.145, -0.161, 2.826)
C (-2.209, 0.526, 3.286)
N (-3.378, -0.147, 2.950)
C (-3.011, -1.202, 2.310)
C (-2.200, -1.575, -1.940)
C (-3.707, -1.421, -1.905)
O (-4.193, -0.317, -2.699)
H (-1.412, 1.805, -2.031)
H (-1.611, 0.650, -3.420)
H (-1.121, 0.793, -0.018)
H (0.437, 0.073, -2.682)
H (0.146, -1.605, -2.424)
H (0.886, 0.099, -0.003)
H (2.055, -0.259, -1.224)
H (0.982, -2.810, -0.679)
H (2.478, -2.122, -0.088)
H (-0.105, 0.076, 2.889)
H (-2.162, 1.444, 3.833)
H (-3.610, -1.986, 1.869)
H (-1.889, -1.941, -2.911)
H (-1.949, -2.347, -1.214)
H (-4.115, -1.394, -0.900)
H (-4.132, -2.311, -2.353)
C (2.536, 3.050, -2.733)
Cl (3.802, 2.734, -1.528)
Cl (0.966, 2.578, -2.100)
H (2.518, 4.106, -2.971)
H (2.757, 2.468, -3.619)
Cl (-5.382, -3.283, 1.290)
Na (-6.080, -1.006, 1.571)
C (2.551, 2.099, 2.067)
O (1.699, 2.023, 1.211)
N (3.871, 2.405, 1.780)
N (2.287, 1.890, 3.394)
H (4.579, 2.456, 2.483)
H (4.130, 2.579, 0.818)
H (1.341, 1.672, 3.642)
H (2.975, 1.958, 4.120)
F (6.992, 5.266, 4.715)
Al (7.184, 3.659, 5.004)
F (6.035, 2.790, 3.956)
F (6.830, 3.224, 6.557)
F (8.664, 3.056, 4.511)
Li (-4.100, -4.454, 2.565)
C (1.297, -4.454, 5.084)
C (2.172, -3.490, 5.858)
O (3.082, -2.828, 4.983)
H (1.907, -5.195, 4.567)
H (0.601, -4.973, 5.746)
H (0.725, -3.920, 4.321)
H (2.763, -4.018, 6.603)
H (1.560, -2.741, 6.372)
H (2.556, -2.354, 4.332)
Ca (6.736, 1.191, 3.218)
Br (-8.204, -3.654, 0.521)
C (-2.003, 2.840, -6.272)
C (-1.166, 1.842, -7.110)
C (-1.941, 0.503, -7.159)
O (0.018, 1.646, -6.495)
H (-2.155, 2.469, -5.258)
H (-1.509, 3.811, -6.214)
H (-2.989, 2.993, -6.722)
H (-1.152, 2.233, -8.147)
H (-2.095, 0.097, -6.158)
H (-1.399, -0.234, -7.752)
H (-2.925, 0.647, -7.619)


[6]
Molecular formula: C18H35AsCl2N3NaO
Method: DFT, wB97M-V/def2-TZVPD

Values from the calculation:
Energy relative to the best compared isomer or geometry (same formula, charge and spin), kcal per mole: 0.0
Highest occupied orbital energy, eV: -6.91

Geometry (Å):
Na (-2.092, 0.411, 0.587)
Cl (0.957, -4.845, -1.384)
C (1.225, -3.131, -1.654)
Cl (2.196, -2.355, -0.339)
H (0.232, -2.619, -1.791)
H (1.926, -3.103, -2.444)
C (2.490, 0.929, -2.627)
N (1.365, 1.789, -2.841)
C (1.681, 3.220, -2.668)
C (0.301, 1.419, -1.874)
C (-0.356, 0.108, -2.326)
C (-0.246, -0.249, -3.667)
C (-1.020, -1.272, -4.253)
C (-1.906, -1.927, -3.399)
C (-1.930, -1.613, -1.994)
C (-1.233, -0.505, -1.418)
H (3.205, 1.012, -3.423)
H (2.137, -0.105, -2.528)
H (3.030, 1.285, -1.706)
H (2.592, 3.361, -3.270)
H (1.876, 3.600, -1.627)
H (0.812, 3.781, -3.001)
H (-0.425, 2.249, -1.896)
H (0.720, 1.281, -0.842)
H (0.524, 0.238, -4.329)
H (-0.886, -1.409, -5.326)
H (-2.514, -2.713, -3.786)
H (-2.655, -2.167, -1.439)
C (2.009, 3.962, 1.847)
N (0.940, 3.486, 1.017)
C (0.169, 4.573, 0.466)
C (0.314, 2.319, 1.372)
O (-0.896, 2.178, 1.172)
N (1.050, 1.297, 1.870)
C (0.414, 0.131, 2.465)
C (2.453, 0.992, 1.425)
H (1.623, 4.741, 2.528)
H (2.842, 4.494, 1.316)
H (2.460, 3.162, 2.520)
H (0.746, 5.400, 0.225)
H (-0.629, 4.912, 1.181)
H (-0.326, 4.216, -0.466)
H (-0.524, 0.431, 2.910)
H (1.009, -0.282, 3.278)
H (0.217, -0.606, 1.688)
H (2.768, 1.677, 0.646)
H (2.438, -0.040, 1.068)
H (3.116, 1.074, 2.293)
C (-3.805, -2.797, 3.837)
As (-2.648, -2.505, 2.250)
C (-3.048, -4.214, 1.476)
C (-0.982, -3.247, 3.027)
H (-4.008, -1.881, 4.450)
H (-3.501, -3.575, 4.519)
H (-4.777, -3.034, 3.414)
H (-3.200, -4.894, 2.296)
H (-2.263, -4.438, 0.777)
H (-3.947, -4.144, 0.886)
H (-1.184, -4.235, 3.480)
H (-0.641, -2.500, 3.785)
H (-0.192, -3.326, 2.251)


[7]
Molecular formula: C18H35AsN2PtSe4Si3
Method: DFT, wB97M-V/def2-TZVPD

Values from the calculation:
Energy relative to the best compared isomer or geometry (same formula, charge and spin), kcal per mole: 0.0
Highest occupied orbital energy (alpha / beta), eV: -6.66 / -6.92
<S²>: 2.015
Multiplicity: 3

Geometry (Å):
Pt (9.111, 9.037, 4.846)
N (12.256, 9.823, 3.943)
C (12.387, 11.175, 4.100)
C (13.630, 11.824, 4.135)
C (13.731, 13.196, 4.419)
C (12.606, 13.945, 4.679)
C (11.338, 13.351, 4.497)
C (10.141, 14.083, 4.696)
C (8.919, 13.485, 4.499)
C (8.908, 12.123, 4.182)
N (9.993, 11.380, 4.044)
C (11.219, 11.974, 4.189)
H (11.313, 9.437, 3.856)
H (13.039, 9.226, 3.718)
H (14.516, 11.248, 3.894)
H (14.725, 13.630, 4.523)
H (12.701, 15.001, 4.966)
H (10.167, 15.176, 4.953)
H (7.979, 14.014, 4.592)
H (7.979, 11.587, 4.109)
Se (7.173, 9.176, 3.352)
Se (6.078, 7.356, 4.276)
Se (7.678, 5.887, 3.326)
Se (9.453, 6.786, 4.343)
C (9.605, 7.113, 9.996)
Si (9.506, 7.144, 8.159)
C (11.128, 6.412, 7.610)
C (8.049, 6.086, 7.648)
As (9.210, 9.270, 7.239)
Si (7.166, 10.104, 8.053)
C (5.763, 9.146, 7.395)
C (7.205, 10.076, 9.903)
C (6.870, 11.842, 7.454)
Si (11.029, 10.498, 8.114)
C (11.084, 10.623, 9.953)
C (12.535, 9.754, 7.414)
C (10.793, 12.234, 7.529)
H (9.794, 6.098, 10.334)
H (8.729, 7.489, 10.544)
H (10.457, 7.673, 10.346)
H (11.046, 5.351, 7.778)
H (11.966, 6.817, 8.188)
H (11.352, 6.581, 6.558)
H (8.290, 5.060, 7.898)
H (7.809, 6.121, 6.590)
H (7.118, 6.381, 8.165)
H (6.003, 8.080, 7.275)
H (5.489, 9.512, 6.405)
H (4.863, 9.267, 7.986)
H (7.093, 9.071, 10.309)
H (6.411, 10.668, 10.248)
H (8.140, 10.509, 10.306)
H (6.572, 11.804, 6.404)
H (7.718, 12.512, 7.482)
H (6.000, 12.278, 7.947)
H (11.228, 9.724, 10.516)
H (10.214, 11.167, 10.317)
H (11.974, 11.237, 10.103)
H (12.838, 8.908, 8.017)
H (13.325, 10.522, 7.465)
H (12.401, 9.493, 6.388)
H (10.218, 12.753, 8.284)
H (10.216, 12.242, 6.605)
H (11.763, 12.714, 7.405)